Molecular formula: C3H6O
Method: DFT, ωB97M-V with the def2-TZVPD basis set

Geometry as XYZ:
```
10
Properties=species:S:1:pos:R:3
C -0.0937 1.2519 0.3971
C 0.0587 -0.2503 0.5501
O 0.1266 -0.7588 1.6484
C 0.0916 -1.1069 -0.7026
H 0.4089 1.7492 1.2301
H 0.3009 1.6199 -0.5538
H -1.1583 1.5148 0.4440
H 0.3667 -0.5416 -1.5970
H 0.7972 -1.9280 -0.5503
H -0.8985 -1.5503 -0.8659
```

Calculated values
* structure (SMILES): CC(C)=O
* energy above the lowest of the compared OMol25 structures with the same formula, charge and spin: 5.4 kJ/mol
* HOMO level: -9.68 eV
* frontier orbital gap: 10.672 eV
* E_tot: -5255.639 eV
* LUMO energy: 0.988 eV

Atom charges from the Mulliken analysis, given in e for atoms 1 to 8: -0.969, 0.717, -0.541, -0.951, 0.312, 0.314, 0.253, 0.300

=====

Molecular formula: C14H30N2O14P2
Method: DFT, ωB97M-V with the def2-TZVPD basis set

Geometry as XYZ:
```
62
Properties=species:S:1:pos:R:3
O -0.8729 -3.2436 -4.3394
O 3.5079 -1.7162 -3.1640
O -4.4185 4.0018 5.9007
O 0.4168 -3.1799 3.3634
O 1.9952 2.3642 2.0262
O -2.4217 2.5376 0.9606
O -0.8254 -0.0277 0.0697
O -0.1135 1.1049 3.3575
O -5.8126 3.1829 4.0434
O -4.6433 1.5872 5.6805
O 2.1929 -1.6737 3.7157
O -0.1198 -1.2977 4.8031
O -3.2360 2.9764 3.8888
O 0.1982 -0.9312 2.1844
C -0.2074 -3.2411 -3.3122
C 2.8321 -1.3605 -4.1247
N 3.3873 -0.8830 -5.2453
N 0.8236 -2.4213 -3.1112
C -0.5322 -4.2081 -2.1981
C 4.8271 -0.7213 -5.4386
C -0.8015 0.0158 -3.8357
C 1.2222 0.5963 -2.4842
C -2.2635 1.9563 4.1567
C 1.8531 0.9365 1.9150
C -1.2085 1.9799 3.0499
C -1.7563 1.5044 1.7071
C -0.5029 1.0132 1.0047
C 0.3889 0.4953 2.1610
C 0.7293 -0.0080 -3.8057
C 1.3028 -1.4168 -4.0800
P -4.5109 2.9415 4.8884
P 0.6490 -1.7416 3.5130
H 1.7908 2.6452 2.9377
H -1.8297 3.2860 0.7780
H -0.8407 -0.8672 0.5752
H -5.6268 4.0616 3.6942
H -5.3474 1.8328 6.2913
H 2.4103 -2.4441 3.1720
H 0.0523 -2.0757 5.3443
H 2.7745 -0.6168 -5.9995
H 1.3520 -2.5158 -2.2573
H -1.4458 -4.7433 -2.4534
H -0.6792 -3.6581 -1.2708
H 0.2870 -4.9156 -2.0871
H 5.2527 -0.1740 -4.5949
H 5.0291 -0.1724 -6.3593
H 5.3034 -1.7019 -5.4902
H -1.1565 1.0441 -3.7761
H -1.1603 -0.4303 -4.7635
H -1.2060 -0.5430 -2.9913
H 2.2918 0.7979 -2.5391
H 1.0358 -0.0957 -1.6658
H 0.7030 1.5340 -2.2861
H -2.7193 0.9599 4.1930
H -1.7810 2.1427 5.1230
H 2.5246 0.4738 2.6395
H 2.1642 0.6099 0.9171
H -0.8303 3.0025 2.9534
H -2.4434 0.6651 1.8633
H -0.0195 1.8460 0.4839
H 1.0687 0.6469 -4.6094
H 0.9663 -1.7168 -5.0726
```

Calculated values
* structure (SMILES): O=P(O)(O)OC[C@H]1O[C@@](CO)(OP(=O)(O)O)[C@@H](O)[C@@H]1O.CNC(=O)[C@@H](NC(C)=O)C(C)C
* HOMO level: -9.45 eV
* frontier orbital gap: 9.681 eV
* E_tot: -65233.320 eV
* LUMO energy: 0.230 eV

Atom charges from the Mulliken analysis, given in e for atoms 1 to 8: -0.656, -0.673, -0.687, -0.811, -0.575, -0.578, -0.516, -0.523

=====

Molecular formula: C4H12NS
Method: DFT, ωB97M-V with the def2-TZVPD basis set

Geometry as XYZ:
```
18
Properties=species:S:1:pos:R:3
C 0.6420 0.4836 -2.0817
C -0.1923 0.2289 -0.8624
C 0.4398 0.6783 0.4754
C -0.4929 0.2746 1.7528
S 0.0889 1.1439 3.5189
N -0.5874 -1.4038 -0.6968
H 1.6566 -0.0857 -1.9922
H 0.4235 -0.0780 -3.1389
H 0.5813 1.6339 -2.3376
H -1.2539 0.5203 -0.9618
H 0.3134 1.7660 0.5710
H 1.5358 0.4849 0.6195
H -1.5362 0.6052 1.5155
H -0.3898 -0.7889 2.0456
H 0.7271 -0.0469 3.6395
H 0.2227 -1.9030 -0.3021
H -1.3935 -1.6491 -0.1918
H -0.7850 -1.8641 -1.5730
```

Calculated values
* structure (SMILES): C[C@@H]([NH3+])CCS
* energy above the lowest of the compared OMol25 structures with the same formula, charge and spin: 218.7 kJ/mol
* HOMO level: -12.57 eV
* frontier orbital gap: 8.851 eV
* E_tot: -16659.393 eV
* LUMO energy: -3.719 eV
* charge: +1

Atom charges from the Mulliken analysis, given in e for atoms 1 to 8: -1.198, 0.177, -0.385, -1.004, -0.111, -0.440, 0.333, 0.365

=====

Molecular formula: C4H3NO2
Method: DFT, ωB97M-V with the def2-TZVPD basis set

Geometry as XYZ:
```
10
Properties=species:S:1:pos:R:3
O -1.5615 -0.4524 -0.9960
C -1.5980 0.7260 -1.6245
C -0.4687 -0.3520 -0.1879
N 0.7231 -0.5189 -0.6276
C 1.4993 -0.2044 0.4741
C 0.6969 0.1218 1.5098
O -0.6085 0.0181 1.0797
H -2.1026 0.4794 -2.5747
H 2.5765 -0.2218 0.4095
H 0.8435 0.4041 2.5376
```

Calculated values
* energy above the lowest of the compared OMol25 structures with the same formula, charge and spin: 429.8 kJ/mol
* HOMO level: -9.31 eV
* frontier orbital gap: 9.294 eV
* E_tot: -9777.232 eV
* LUMO energy: -0.017 eV

Atom charges from the Mulliken analysis, given in e for atoms 1 to 8: -0.201, -0.261, 0.711, -0.470, -0.333, -0.099, -0.275, 0.178